DFT (ωB97M-V/def2-TZVPD) results for a molecular structure, C49H39CoN4O5S2Sb2.

Each line ends with the Mulliken spin population.
Geometry (Å):
C (3.75641, 1.98296, 0.42562)  0.00
H (1.59437, 2.01324, 3.52348)  0.00
N (2.46627, -1.40653, -0.68450)  0.05
H (-1.95858, -0.05850, 4.81373)  0.00
C (-2.07590, -5.28972, 0.42324)  0.00
C (-1.03690, -3.21970, -0.18444)  -0.01
C (3.37767, -0.51112, -0.30971)  0.00
H (5.50644, -0.10540, -0.06367)  0.00
C (2.75857, -2.67769, -0.87407)  -0.01
H (3.35948, 2.31419, 1.35535)  0.00
C (-3.33242, -3.02273, 2.67092)  0.00
C (-1.98359, -4.10999, 4.38410)  0.00
C (-0.14278, 1.68465, -8.53518)  0.00
C (-0.20031, 3.23809, -3.01134)  0.00
C (-1.17040, -2.14259, 3.27069)  0.01
C (-2.31302, -2.13127, 2.48679)  0.00
H (-2.44772, -0.71368, -4.86879)  0.00
O (-0.18551, -6.06026, 1.79534)  0.02
C (-0.58049, 1.58590, -5.82252)  0.00
H (-1.91473, 4.17662, -3.89705)  0.00
H (2.04872, 4.62500, -0.85927)  0.00
C (-1.01512, 4.36009, -3.26190)  0.00
C (4.69910, -0.81297, -0.27284)  0.00
O (-2.81106, -6.21689, 0.47492)  0.01
H (-0.06261, 1.69401, -9.62008)  0.00
Co (0.47132, -0.67747, -0.63608)  2.67
H (-4.17716, -3.08998, 1.98957)  0.00
C (3.83739, -3.03295, 4.19440)  0.00
H (3.56935, 2.80025, -0.28372)  0.00
H (-4.79031, -1.45219, -4.91704)  0.00
H (1.80453, -0.01530, 5.35085)  0.00
C (-1.31905, 0.80874, 4.80371)  0.00
O (-0.91296, -2.04290, -0.68631)  0.04
H (-2.53023, 1.85435, 6.22948)  0.00
N (1.55795, 0.92096, 0.09902)  0.02
N (1.01190, 2.03612, 0.73301)  -0.01
O (-3.23665, -3.71410, -0.96966)  0.00
C (-0.68160, -5.19027, 1.09482)  -0.01
C (-4.51667, -0.53684, -4.41647)  0.00
H (-1.86777, -4.89842, 5.12303)  0.00
C (4.10315, -3.09890, -0.66386)  0.00
C (-0.83184, 2.99216, 5.69304)  0.00
C (-0.27826, 2.11546, 0.53533)  0.00
Sb (0.38093, -0.77738, 2.63734)  0.01
C (-1.65542, 1.86221, 5.61086)  0.00
C (-0.18708, 0.44257, -7.91822)  0.00
H (5.04405, -2.78267, 5.94354)  0.00
Sb (-0.71972, 1.33658, -3.69186)  0.01
H (-0.04495, -0.51402, -8.41519)  0.00
H (1.03726, 3.89848, 5.05092)  0.00
C (0.37602, 3.02540, 4.99112)  0.00
H (4.37585, -4.13990, -0.67774)  0.00
C (1.98898, -1.55494, 3.88768)  0.01
H (2.46954, -3.16016, 2.55716)  0.00
C (0.66214, 1.96929, 4.11092)  0.00
S (-1.30855, 1.21634, -0.43155)  0.06
C (2.84402, 0.84523, 0.09765)  0.01
H (-1.91955, 2.97364, 1.22625)  0.00
H (6.07282, -2.39466, -0.14927)  0.00
H (-6.48486, 0.03844, -3.78540)  0.00
H (4.75395, 1.63036, 0.59813)  0.00
C (-5.01088, 1.20182, -2.84537)  0.00
C (1.21587, 4.62804, -1.59957)  0.00
H (-2.43361, -1.42337, 1.67144)  0.00
H (-0.61419, 3.27453, 2.28211)  0.00
H (1.59927, 2.56974, -2.08965)  0.00
S (0.85101, -0.20964, -3.15912)  0.05
H (-5.72296, 1.74766, -2.17173)  0.00
C (-3.16521, -3.97660, 3.64313)  0.00
C (-3.18643, -0.19452, -4.32429)  0.00
C (2.36119, -0.91647, 5.09021)  0.00
H (-0.37693, -0.54748, -6.03354)  0.00
C (2.74841, -2.63157, 3.42700)  0.00
H (-0.36002, 3.80503, -8.35035)  0.00
C (5.04531, -2.16321, -0.37701)  0.00
H (-1.31130, 6.47669, -2.90578)  0.00
C (-0.11770, -3.91430, 0.66299)  0.02
H (-3.89941, -4.76130, 3.77001)  0.00
H (-0.06618, -3.11133, 4.82106)  0.00
C (4.19514, -2.40106, 5.38635)  0.00
O (1.00889, -3.48271, 0.96932)  0.02
C (-0.40369, 0.41861, -6.53464)  0.01
C (-0.73671, 5.59316, -2.69853)  0.00
C (-2.24200, -4.04125, -0.34074)  -0.01
C (-2.74080, 0.85669, -3.53422)  0.00
C (-0.35492, 2.86852, -7.82439)  0.00
C (-0.97786, -3.13596, 4.20981)  0.00
C (0.95357, 3.41552, -2.20710)  0.00
H (3.74458, -0.87097, 6.76923)  0.00
H (1.99828, -3.45584, -1.15130)  0.00
C (-3.65700, 1.53489, -2.74788)  0.00
H (4.41626, -3.85560, 3.80794)  0.00
C (-5.45093, 0.20296, -3.69108)  0.00
C (-0.58942, 2.83626, -6.47717)  0.00
C (0.38915, 5.67504, -1.88418)  0.00
H (-3.38074, 2.42597, -2.21124)  0.00
N (-0.94245, 3.04800, 1.32415)  0.00
H (-0.77051, 3.72069, -5.86564)  0.00
H (0.58856, 6.65239, -1.33682)  0.00
C (3.44975, -1.34657, 5.86261)  0.00
C (-0.17561, 0.83181, 4.00499)  0.01
H (-1.11217, 3.76644, 6.38479)  0.00

Output
- Total charge: -1
- 2S+1: 4
- Relative energy (zero: lowest compared OMol25 entry of this formula, charge and spin): 0.0 kcal per mole
- HOMO (alpha / beta): -3.569 / -3.624 eV
- Frontier orbital gap (alpha / beta): 5.47 / 5.48 eV
- LUMO level (alpha / beta): 1.90 / 1.85 eV

DFT (ωB97M-V/def2-TZVPD) results for 3 unconnected molecules or ions with the total composition C4H14N2O2.

Each line ends with the natural charge from an NBO analysis.
Geometry (Å):
H (0.22371, 2.09976, -0.00135)  0.20
H (-1.58001, -0.96059, 0.06722)  0.34
H (1.65216, -1.80172, 1.44879)  0.48
O (-2.82457, 0.10634, -1.64123)  -0.91
H (3.82531, 0.08312, 0.19183)  0.20
C (3.08665, 0.68769, -0.36790)  -0.09
N (-1.79390, -0.44053, 0.90533)  -0.87
H (-2.21676, -0.63411, -1.61245)  0.45
O (0.92181, -2.32852, 1.23530)  -0.93
H (-0.05091, 0.35660, 1.64235)  0.19
H (-1.56670, 1.59803, 1.46599)  0.19
H (1.31451, -3.14017, 1.05958)  0.46
H (-1.81670, -1.01324, 1.76380)  0.37
H (-3.33101, -0.18463, -0.96167)  0.47
C (-0.94425, 0.75276, 1.03477)  -0.22
N (1.94095, 0.15323, -0.14608)  -0.44
H (0.80524, 0.71899, -1.94336)  0.19
H (-1.20988, 1.61727, -0.98062)  0.25
H (0.20983, -0.78646, -0.95645)  0.20
H (3.14486, 1.57671, -0.97541)  0.16
C (0.63195, 0.30824, -0.92462)  -0.25
C (-0.42231, 1.23123, -0.30381)  -0.44

Output
- Total charge: 0
- Relative energy (zero: lowest compared OMol25 entry of this formula, charge and spin): 69.7 kcal per mole
- HOMO: -8.667 eV
- Frontier orbital gap: 9.40 eV
- LUMO level: 0.73 eV